71
Properties=species:S:1:pos:R:3:forces:R:3 method="wB97M-V/def2-TZVPD" charge=0 smiles="Cc1ccc(C(C)C)c(OCC2=C(N(C(=O)F)C(=O)F)C(=O)C(S)=C(F)C2=O)c1.CCOP(=O)(OCC)OCC" lumo_ev=-2.460 homo_ev=-8.51
C 5.12493 -2.48165 -0.04104 -1.232 0.953 0.709
C 4.50810 -1.34962 -1.06163 -0.945 2.996 -2.631
C 5.49534 -0.19654 -1.69029 -4.155 0.697 -1.285
C 4.85338 0.95937 -2.67822 -1.932 -2.622 1.528
C 3.25230 1.04127 -3.11207 1.530 -2.840 2.155
C 2.81310 2.28767 -4.08217 0.755 -0.118 -0.170
C 1.61374 1.95180 -5.14829 -0.857 0.872 0.310
C 2.54266 3.60464 -3.13321 1.154 0.216 0.071
C 2.27004 -0.11906 -2.49920 4.086 0.376 1.259
O 0.83711 -0.14849 -2.83220 2.603 -1.479 -0.874
C 0.69406 -1.12672 -3.91990 0.459 -1.862 -0.974
C -0.56029 -2.16856 -3.76857 -3.040 0.468 1.430
C -1.89142 -1.88672 -3.16786 3.127 -2.379 -2.900
N -2.19523 -0.53135 -2.56992 -2.309 -3.748 3.557
C -1.94484 -0.70906 -1.05764 1.541 6.372 5.500
O -1.73463 0.41841 -0.33449 -1.637 -8.852 -5.154
F -1.91630 -2.04551 -0.38164 -0.065 4.366 -2.899
C -3.67474 -0.21577 -2.69304 -4.199 3.468 -6.099
O -4.12442 0.37957 -3.80986 3.255 -4.579 8.406
F -4.67974 -0.53912 -1.61459 4.036 0.967 -3.187
C -3.00703 -3.13251 -3.19549 -3.239 -1.246 3.299
O -3.86846 -3.39321 -2.20946 5.517 1.954 -6.568
C -2.95838 -4.05610 -4.58902 4.394 -0.869 -2.463
S -4.46732 -4.72001 -5.48044 1.252 0.475 0.292
C -1.60961 -4.34551 -5.18973 -2.542 1.288 1.668
F -1.43870 -5.12079 -6.44234 -0.474 2.366 4.146
C -0.30002 -3.70924 -4.36636 3.578 -3.246 0.129
O 0.82391 -4.40521 -4.18120 -7.056 4.860 -1.243
C 2.89692 -1.28088 -1.48781 2.477 1.898 -0.742
H 5.99711 -3.12325 -0.48397 -1.895 1.284 0.639
H 4.20792 -3.14220 0.34410 2.202 1.232 -1.029
H 5.52442 -1.91964 0.93347 -0.779 -1.169 -2.233
H 6.65972 -0.10606 -1.46726 -2.873 -0.435 -0.421
H 5.58248 1.79280 -3.09511 -1.747 -1.931 0.910
H 3.77475 2.55348 -4.73775 -1.953 -0.703 1.556
H 1.43326 2.85555 -5.90719 0.663 -1.834 1.767
H 1.79675 1.00595 -5.82008 -0.206 1.773 1.579
H 0.60433 1.87331 -4.52846 2.078 -0.148 -1.424
H 2.66906 4.59895 -3.77876 -0.646 -2.187 1.357
H 1.53974 3.57536 -2.52805 1.869 0.008 -1.387
H 3.43859 3.63817 -2.34576 -2.031 -0.107 -1.643
H 1.68004 -1.79891 -3.96158 -2.281 1.301 0.143
H 0.60865 -0.64693 -5.00022 -0.085 -0.643 2.363
H -4.01016 -5.07860 -6.78929 0.170 0.693 1.951
H 2.21208 -2.12083 -0.99502 1.427 2.125 -1.352
O -0.14065 2.41731 4.47848 -3.442 3.354 0.433
P -1.37917 1.88323 5.23880 5.471 -8.266 1.147
O -0.51898 1.38153 6.56371 -0.525 0.720 0.102
C -0.18344 2.34357 7.54415 0.106 0.145 0.375
C -1.40106 2.77517 8.33544 -0.149 0.175 0.303
O -1.34518 0.41325 4.43651 -1.099 0.957 -0.358
C -0.82113 0.37262 3.10426 0.289 -0.012 -0.287
C 0.66196 0.02197 3.09855 0.068 -0.383 0.071
O -2.76303 1.28648 6.08834 0.339 3.209 -1.592
C -4.00836 1.37566 5.40348 -0.998 -0.265 -0.130
C -4.14138 0.39674 4.24951 0.183 -0.143 -0.426
H 0.29820 3.20488 7.07022 0.079 0.008 0.034
H 0.54499 1.88136 8.21666 -0.037 -0.050 -0.189
H -2.10723 3.31779 7.70068 0.013 0.049 0.089
H -1.11611 3.43056 9.16836 -0.023 -0.093 -0.185
H -1.93063 1.90670 8.73807 0.120 0.099 -0.056
H -1.00904 1.31997 2.58450 0.157 -0.204 0.160
H -1.37327 -0.39414 2.54964 -0.068 0.034 0.255
H 1.22801 0.55725 3.86269 -0.180 0.178 -0.114
H 1.10398 0.23570 2.12131 -0.057 -0.022 0.057
H 0.79611 -1.04686 3.30999 -0.053 0.164 -0.085
H -4.16204 2.40264 5.05875 -0.201 -0.051 0.055
H -4.78635 1.15282 6.14210 0.238 0.140 0.054
H -3.58776 0.75240 3.37494 -0.087 -0.187 0.076
H -5.18419 0.28568 3.94389 -0.026 0.114 0.166
H -3.74746 -0.59256 4.51557 -0.115 0.319 0.000

=====

16
Properties=species:S:1:pos:R:3:forces:R:3 method="wB97M-V/def2-TZVPD" de_lowest_kcal_mol=207.8 charge=+1 lumo_ev="-5.464 / -5.602" homo_ev="-12.82 / -12.76"
C -2.23713 -1.03077 0.35120 2.062 2.388 -1.681
C -0.04821 -1.38791 -0.11238 -1.549 -1.110 1.261
C -1.37675 1.10017 -0.38916 0.379 1.277 2.103
C -0.06085 1.04635 0.36738 -2.946 -0.313 -1.809
C 2.07016 -0.13771 0.24897 -0.548 -0.648 -1.214
N -2.18470 0.12777 0.00149 0.488 -1.424 -0.132
N 0.64525 -0.20699 -0.36240 1.450 0.371 0.583
H -2.66907 -1.92869 0.66223 -0.684 -0.721 0.992
H -0.54730 -1.70919 -1.01105 0.408 -0.360 -0.913
H -1.74067 1.97595 -0.93280 0.169 -0.668 -0.077
H 0.57573 1.91373 0.09672 -0.358 -0.607 1.138
H -0.24625 0.53855 1.35297 0.905 1.399 -0.462
H 2.61947 -0.82450 -0.43119 0.228 0.540 1.228
H 2.37479 0.89421 0.19894 0.354 0.242 -0.644
H 2.02845 -0.33577 1.30360 -0.048 -0.941 0.231
H 0.79708 -0.03521 -1.34453 -0.308 0.576 -0.606

=====

16
Properties=species:S:1:pos:R:3:forces:R:3 method="wB97M-V/def2-TZVPD" de_lowest_kcal_mol=5.1 charge=0 smiles=CN(N)CB(O)O lumo_ev=0.205 homo_ev=-8.11
B -0.49261 -1.08234 -1.01941 0.293 -0.556 -0.608
C 0.26212 1.45485 1.82724 0.883 -3.509 -0.525
C -0.41642 -0.41722 0.42475 1.156 -1.989 0.861
N 0.92410 1.30101 -0.44205 2.863 0.072 1.505
N -0.07264 0.95926 0.49261 -0.077 -0.275 -0.655
O -1.73777 -1.59128 -1.29542 0.074 -0.079 -0.709
O 0.54628 -1.32587 -1.97715 -0.581 2.029 2.733
H 1.40628 1.39883 1.86498 -1.370 0.161 0.785
H -0.10708 2.41301 1.80709 -0.413 2.454 0.838
H -0.28138 0.76253 2.58585 1.187 1.465 -1.096
H -1.43594 -0.46646 0.82579 0.335 -0.649 0.268
H 0.35711 -1.17674 1.04708 -1.656 1.680 -1.078
H 1.88431 0.83896 -0.13459 -2.085 0.834 -0.785
H 0.69326 0.89042 -1.32339 -0.099 -0.070 -0.527
H -1.79851 -1.89619 -2.21611 -0.219 -0.026 0.446
H 0.26887 -2.06277 -2.46726 -0.291 -1.540 -1.451

=====

16
Properties=species:S:1:pos:R:3:forces:R:3 method="wB97M-V/def2-TZVPD" de_lowest_kcal_mol=62.2 charge=0 smiles=O[C@@]12C[C@H]3C[C@@H]1[C@@H]2O3 lumo_ev=0.883 homo_ev=-8.94
C -0.17419 -0.38370 -0.87967 1.654 1.429 -2.150
C -0.37359 -1.37020 0.20301 -0.600 0.004 1.841
C -0.18104 -0.20836 1.36629 0.041 -0.059 -1.986
C 1.17232 0.53982 0.92812 -0.021 -0.477 0.520
C 0.81550 0.73690 -0.55945 -0.304 -0.115 2.768
C -0.66503 0.93230 -0.42955 0.198 -1.625 0.976
H -1.18232 -0.58397 -2.35917 1.004 -0.396 -0.994
H 0.39119 -2.18301 0.16699 -0.699 0.594 0.341
H -1.46772 -1.77301 0.22945 2.002 0.601 -0.021
H -0.40845 -0.35628 2.43729 0.382 -0.316 -0.760
H 2.14899 -0.05216 1.04632 -1.513 1.006 0.335
H 1.06532 1.51507 1.48699 0.974 -0.959 -0.471
H 1.32184 1.41925 -1.24911 0.027 -0.882 0.138
H -1.09238 1.65360 -0.99999 -1.673 1.714 -1.625
O -0.20404 -0.64270 -2.24689 -2.275 -0.590 -0.067
O -1.16641 0.75645 0.85937 0.801 0.072 1.155

=====

15
Properties=species:S:1:pos:R:3:forces:R:3 method="wB97M-V/def2-TZVPD" s2=0.754 de_lowest_kcal_mol=113.6 charge=+2 multiplicity=2 lumo_ev="-8.968 / -15.250" homo_ev="-20.50 / -20.49"
C 2.26634 -0.66582 0.68400 -1.087 0.434 1.077
O 1.56045 0.01980 -0.25311 2.052 -0.442 -0.240
H 1.68287 -0.72877 1.59664 0.115 -0.055 0.153
H 2.52692 -1.63440 0.23398 0.760 -0.718 -0.215
H 3.29023 -0.21714 0.90068 0.122 -0.134 -0.370
H 2.09189 0.00169 -1.08564 -0.285 0.366 -0.437
C -1.59724 -0.68324 -0.71839 1.758 0.826 1.993
C -1.76788 1.52946 0.33445 0.730 0.837 -0.949
N -1.03845 0.59216 -0.14547 1.043 -0.713 0.831
H -2.65843 -0.42699 -0.75579 -0.083 -1.415 0.214
H -1.06834 -1.44813 -0.06441 -1.888 0.106 -0.879
H -1.19292 -0.76368 -1.71702 -0.050 0.035 -0.372
H -2.77159 1.29082 0.66904 -0.432 0.468 -0.680
H -1.32485 2.54615 0.21768 -0.420 -0.595 1.495
H 0.00101 0.58809 0.10336 -2.335 0.999 -1.622

=====

18
Properties=species:S:1:pos:R:3:forces:R:3 method="wB97M-V/def2-TZVPD" de_lowest_kcal_mol=34.4 charge=0 smiles="CCN[C@H](C)C=O" lumo_ev=0.980 homo_ev=-8.90
C -2.34023 1.89167 -0.17455 -0.092 -0.691 0.140
C -1.33639 1.04818 -0.95295 0.128 -0.409 0.563
N -0.14889 0.72836 -0.14317 -0.218 0.096 -0.085
C -0.09059 -1.40926 1.19248 -0.133 -0.839 -0.154
C 0.28238 -0.66170 -0.07426 0.380 0.498 -0.031
C 1.79569 -0.64423 -0.30151 -0.235 -0.052 -0.435
O 2.62445 -1.19882 0.36369 -0.003 0.004 0.168
H -1.83253 2.56389 0.50077 0.173 0.637 -0.098
H -3.02551 2.41340 -0.83526 0.023 0.229 0.021
H -2.93579 1.25444 0.48658 -0.017 -0.065 -0.143
H -1.82975 0.11977 -1.25415 0.013 -0.054 -0.073
H -1.00501 1.53150 -1.86021 -0.049 0.359 -0.330
H -0.20738 1.15595 0.76866 0.048 -0.113 0.081
H -1.03015 -1.06856 1.62223 0.036 0.179 0.010
H 0.72153 -1.36212 1.90977 0.016 0.335 0.260
H -0.20542 -2.48320 1.00850 -0.014 0.122 -0.135
H -0.09431 -1.12455 -0.99080 -0.164 -0.268 0.094
H 2.06210 -0.05587 -1.20563 0.109 0.033 0.148